C20H22N4O4S4W as an isolated structure. Source: OMol25; level of theory: wB97M-V/def2-TZVPD.

The geometry in XYZ format:
```
55
Properties=species:S:1:pos:R:3:forces:R:3
W 0.871484 0.278433 -0.401290 0.5 -0.2 -1.3
C -0.775755 -4.756496 -1.794489 0.0 0.1 0.1
O -0.492325 -3.702579 -0.783628 -0.1 -0.2 -0.1
C -0.064052 -2.554111 -1.105701 -0.2 0.1 0.0
O 0.155533 -1.700591 -0.197680 -0.1 0.0 0.2
N 0.127052 -2.155788 -2.372759 0.0 -0.2 -0.1
N 0.668714 -0.866635 -2.513433 -0.1 0.2 0.1
H -1.194088 -5.569021 -1.215996 0.0 -0.1 0.0
H 0.164280 -5.054401 -2.252180 0.0 0.0 0.0
H -1.509677 -4.381008 -2.505109 0.0 0.0 0.0
H 0.055727 -2.753500 -3.187903 0.0 -0.1 0.0
H 0.021224 -0.293593 -3.054091 -0.1 0.1 -0.1
H 1.521712 -0.940182 -3.068096 0.2 0.1 0.0
S 4.587455 3.008603 -0.952054 0.0 0.0 0.0
C 3.340660 2.055410 -0.820740 -0.2 -0.1 0.1
S 2.837884 0.652000 -1.781093 -0.1 0.2 0.1
S 2.034524 2.108990 0.401572 0.1 0.1 0.1
C 0.571172 2.474521 -3.175781 0.0 0.0 0.2
O -0.027473 1.797120 -2.009368 0.0 -0.3 0.0
C -0.703655 2.610878 -1.107289 -0.1 0.0 0.1
C -0.539246 3.978027 -0.990093 0.0 0.0 0.0
C -1.171745 4.616579 0.064903 -0.1 0.1 0.1
C -1.945775 3.901300 0.988544 0.0 0.1 0.0
C -2.113464 2.539156 0.855454 0.0 0.0 -0.1
C -1.477783 1.891638 -0.203358 -0.2 0.1 0.0
N -1.668805 0.474584 -0.532448 0.4 0.0 0.0
C -2.313088 -0.362688 0.365104 -0.2 -0.1 0.0
C -1.959802 -0.563030 1.666334 0.0 -0.1 0.1
C -2.901836 -1.221321 2.531891 0.0 0.0 0.0
C -2.650380 -1.306644 3.870131 0.0 0.0 0.1
C -1.447615 -0.786687 4.377068 0.0 0.0 0.1
C -0.465609 -0.206681 3.563892 -0.1 0.0 0.0
C -0.704011 -0.113248 2.217609 -0.1 0.0 -0.2
O 0.239748 0.341147 1.386294 0.2 0.2 0.6
H 0.975608 1.699460 -3.814656 0.0 0.0 -0.1
H 1.369023 3.132570 -2.842999 0.0 0.0 0.0
H -0.228381 3.015292 -3.673816 0.0 0.0 0.0
H 0.059896 4.545503 -1.690012 0.0 0.0 0.0
H -1.073832 5.690362 0.171844 0.0 0.0 0.0
H -2.447998 4.433146 1.786372 0.0 0.0 0.0
H -2.767473 2.005672 1.531377 0.0 0.0 0.0
H -2.082188 0.402395 -1.457384 -0.1 0.0 -0.1
H -3.181801 -0.881758 -0.033271 0.0 0.0 0.0
H -3.833325 -1.589730 2.115384 0.0 0.0 0.0
H -3.365083 -1.762214 4.543939 0.0 0.0 0.0
H -1.254957 -0.856995 5.442651 0.0 0.0 0.0
H 0.463472 0.139670 3.995747 0.0 0.0 0.0
S 4.062785 -1.723696 2.317329 0.0 0.0 0.1
C 3.956427 -2.571430 0.839303 0.1 0.0 0.0
C 3.041738 -1.996317 0.033388 -0.1 0.0 -0.1
N 2.412607 -0.893647 0.587572 0.1 -0.2 0.2
C 2.875162 -0.657109 1.806489 0.1 0.0 0.0
H 4.583842 -3.427007 0.634121 0.0 0.0 0.0
H 2.812179 -2.318867 -0.968518 0.0 0.0 -0.1
H 2.551311 0.174514 2.410924 0.0 0.0 0.0
```
Positions in Å, forces in eV/Å.

Summary:
* gap between HOMO and LUMO (alpha / beta): 5.206 / 5.205 eV
* net charge: +4
* total energy: -80370.6177 eV